# 1
Computed, not measured: a structure of composition C36H30CrN5O6PS, with wB97M-V/def2-TZVPD.

CARTESIAN COORDINATES (ANGSTROEM)
1 Cr -0.882 -0.166 -0.381
2 N 0.598 0.424 -1.749
3 C 1.798 1.019 -1.167
4 C 3.023 0.887 -1.799
5 C 4.144 1.475 -1.234
6 C 4.034 2.208 -0.060
7 C 2.803 2.339 0.562
8 C 1.677 1.722 0.025
9 P 0.005 1.802 0.730
10 C 0.088 1.538 2.514
11 C -1.044 1.857 3.266
12 C -1.086 1.557 4.617
13 C -0.010 0.921 5.222
14 C 1.111 0.591 4.476
15 C 1.162 0.900 3.125
16 C -0.435 3.541 0.494
17 C -0.921 3.945 -0.748
18 C -1.149 5.288 -1.000
19 C -0.897 6.231 -0.014
20 C -0.417 5.833 1.226
21 C -0.182 4.491 1.482
22 H 0.861 -0.393 -2.295
23 H 0.153 1.068 -2.402
24 H 3.105 0.333 -2.726
25 H 5.105 1.370 -1.720
26 H 4.909 2.675 0.371
27 H 2.716 2.913 1.477
28 H -1.892 2.339 2.792
29 H -1.963 1.811 5.196
30 H -0.049 0.679 6.276
31 H 1.948 0.084 4.940
32 H 2.034 0.627 2.549
33 H -1.150 3.211 -1.510
34 H -1.534 5.597 -1.963
35 H -1.081 7.279 -0.210
36 H -0.226 6.568 1.996
37 H 0.188 4.183 2.451
38 N -8.476 -1.928 -1.385
39 C -7.287 -1.273 -1.233
40 C -7.017 -0.111 -1.977
41 C -5.811 0.532 -1.849
42 C -4.849 0.022 -0.975
43 C -5.092 -1.134 -0.238
44 C -6.306 -1.772 -0.363
45 S -3.318 0.812 -0.906
46 O -3.449 2.226 -1.032
47 O -2.643 0.321 0.369
48 N -2.277 0.255 -2.002
49 C -2.412 -1.122 -2.252
50 N -1.630 -1.834 -1.425
51 C -1.654 -3.162 -1.502
52 C -2.462 -3.773 -2.442
53 C -3.223 -2.948 -3.261
54 N -3.211 -1.617 -3.174
55 H -9.237 -1.445 -1.830
56 H -8.741 -2.611 -0.697
57 H -7.771 0.278 -2.650
58 H -5.607 1.432 -2.413
59 H -4.336 -1.514 0.437
60 H -6.510 -2.663 0.218
61 H -1.043 -3.705 -0.792
62 H -2.506 -4.848 -2.529
63 H -3.874 -3.368 -4.019
64 O -0.853 -2.474 1.485
65 C 0.256 -1.986 1.388
66 O 0.495 -0.952 0.587
67 C 1.449 -2.465 2.133
68 C 1.261 -3.379 3.160
69 C 2.332 -3.843 3.926
70 C 3.575 -3.353 3.609
71 O 4.766 -3.643 4.194
72 C 5.761 -2.907 3.479
73 O 5.095 -2.131 2.481
74 C 3.768 -2.444 2.576
75 C 2.732 -1.979 1.818
76 H 0.257 -3.723 3.366
77 H 2.196 -4.554 4.728
78 H 6.451 -3.603 3.000
79 H 6.283 -2.242 4.168
80 H 2.885 -1.281 1.006

The value obtained for the frontier orbital gap (alpha / beta) is 7.17 / 7.47 eV. The lowest unoccupied orbital energy (alpha / beta) is -0.114 / -0.103 hartree. The expectation value of S² is 0.760. Its net charge is +1. The highest occupied orbital energy (alpha / beta) is -10.28 / -10.28 eV. Its energy is -106096.02356 eV. Its spin multiplicity is 2.



# 2
Computed, not measured: a structure of composition C36H30F4N8O20S4Y, with wB97M-V/def2-TZVPD.

CARTESIAN COORDINATES (ANGSTROEM)
1 Y -1.708 -1.559 2.403
2 N -0.705 -1.044 0.554
3 S 0.440 -0.130 -0.078
4 O 0.054 1.088 -0.715
5 O 1.677 -0.766 -0.448
6 F 0.873 0.485 1.356
7 S -1.115 -1.531 -1.083
8 O -0.334 -2.506 -1.782
9 O -1.815 -0.579 -1.912
10 F -2.312 -2.447 -0.554
11 N -2.575 -3.605 2.331
12 S -2.037 -5.050 1.525
13 O -2.811 -5.472 0.404
14 O -1.261 -5.986 2.277
15 F -0.889 -4.151 0.821
16 S -3.754 -4.356 2.980
17 O -3.430 -5.136 4.126
18 O -4.915 -4.619 2.189
19 F -4.233 -2.974 3.794
20 C 4.658 -4.244 0.513
21 C 4.861 -4.155 1.896
22 C 3.829 -3.718 2.720
23 C 2.557 -3.447 2.214
24 C 2.393 -3.500 0.829
25 C 3.403 -3.929 -0.011
26 N 1.500 -3.021 3.079
27 O 0.379 -2.826 2.580
28 O 1.718 -2.876 4.249
29 H 5.493 -4.653 -0.040
30 H 5.814 -4.445 2.311
31 H 4.053 -3.575 3.769
32 H 1.469 -3.171 0.375
33 H 3.297 -4.029 -1.083
34 C 0.950 4.411 5.142
35 C 0.386 3.696 6.202
36 C 0.242 2.334 6.085
37 C 0.477 1.695 4.876
38 C 0.993 2.405 3.797
39 C 1.196 3.783 3.921
40 N 0.210 0.273 4.723
41 O -0.353 -0.140 3.688
42 O 0.337 -0.417 5.692
43 H 1.141 5.463 5.305
44 H 0.118 4.254 7.087
45 H -0.066 1.762 6.951
46 H 1.228 1.937 2.851
47 H 1.445 4.355 3.039
48 C -6.218 -1.456 -3.111
49 C -6.653 -2.448 -2.237
50 C -6.158 -2.420 -0.923
51 C -5.296 -1.418 -0.505
52 C -4.955 -0.374 -1.367
53 C -5.422 -0.421 -2.643
54 N -4.891 -1.347 0.879
55 O -5.566 -1.897 1.705
56 O -3.829 -0.739 1.184
57 H -6.439 -1.562 -4.165
58 H -7.321 -3.237 -2.545
59 H -6.493 -3.205 -0.258
60 H -4.164 0.339 -1.172
61 H -4.994 0.209 -3.414
62 C 4.188 -2.881 -5.584
63 C 3.033 -3.185 -4.859
64 C 2.454 -2.181 -4.092
65 C 3.029 -0.912 -4.060
66 C 4.215 -0.644 -4.696
67 C 4.764 -1.627 -5.509
68 N 2.364 0.136 -3.253
69 O 3.057 1.014 -2.785
70 O 1.149 0.084 -3.217
71 H 4.660 -3.685 -6.135
72 H 2.690 -4.208 -4.800
73 H 1.586 -2.438 -3.502
74 H 4.731 0.304 -4.631
75 H 5.625 -1.391 -6.119
76 C 4.729 2.222 1.200
77 C 3.852 1.999 0.164
78 C 3.041 3.011 -0.354
79 C 2.977 4.207 0.351
80 C 3.767 4.393 1.492
81 C 4.637 3.416 1.912
82 N 2.262 5.360 -0.206
83 O 2.422 6.447 0.299
84 O 1.538 5.122 -1.157
85 H 5.477 1.465 1.395
86 H 3.931 1.115 -0.457
87 H 2.437 2.935 -1.245
88 H 3.645 5.336 2.008
89 H 5.289 3.500 2.771
90 C -1.155 3.789 -3.045
91 C -1.654 5.079 -2.920
92 C -2.981 5.315 -2.650
93 C -3.837 4.233 -2.492
94 C -3.403 2.943 -2.760
95 C -2.059 2.722 -3.020
96 N -5.241 4.446 -2.155
97 O -5.967 3.460 -2.054
98 O -5.659 5.577 -2.037
99 H -0.094 3.629 -3.177
100 H -0.989 5.933 -2.945
101 H -3.361 6.289 -2.374
102 H -3.978 2.042 -2.605
103 H -1.653 1.721 -3.072

The value obtained for the frontier orbital gap is 6.47 eV. The lowest unoccupied orbital energy is -0.184 hartree. Its net charge is +1. The highest occupied orbital energy is -11.47 eV. Its energy is -145918.37866 eV.



# 3
Computed, not measured: a structure of composition C36H31BrMnN6O4S3, with wB97M-V/def2-TZVPD.

CARTESIAN COORDINATES (ANGSTROEM)
1 Mn 0.002 0.947 -0.344
2 Br 3.701 -4.939 0.077
3 C 4.428 -3.540 1.130
4 C 5.669 -3.021 0.808
5 C 6.190 -1.993 1.579
6 C 5.455 -1.466 2.630
7 C 4.227 -2.024 2.970
8 C 3.711 -3.066 2.218
9 N 6.066 -0.427 3.420
10 N 5.465 0.625 3.683
11 C 4.169 0.886 3.120
12 C 3.130 1.118 3.984
13 C 1.808 1.248 3.543
14 C 1.488 1.189 2.188
15 O 0.286 1.255 1.724
16 C 2.606 1.072 1.270
17 N 2.292 1.108 -0.051
18 C 3.249 1.037 -0.944
19 C 4.607 0.949 -0.589
20 C 4.945 0.898 0.733
21 C 3.934 0.933 1.721
22 H 6.226 -3.418 -0.030
23 H 7.167 -1.583 1.359
24 H 3.666 -1.635 3.809
25 H 2.755 -3.502 2.468
26 H 3.345 1.143 5.047
27 H 1.005 1.386 4.255
28 H 2.943 1.057 -1.984
29 H 5.363 0.924 -1.362
30 H 5.983 0.843 1.032
31 C -0.895 3.727 -4.745
32 O -0.253 2.555 -4.243
33 C -0.035 2.406 -2.936
34 O 0.455 1.368 -2.531
35 N -0.324 3.477 -2.135
36 N -0.250 3.269 -0.752
37 H -0.936 3.597 -5.821
38 H -0.319 4.623 -4.512
39 H -1.913 3.807 -4.358
40 H -0.981 4.169 -2.457
41 H -1.185 3.289 -0.352
42 H 0.359 3.948 -0.315
43 C -0.221 -5.555 -0.509
44 C -0.072 -4.063 -0.494
45 C 0.001 -3.323 -1.666
46 C 0.120 -1.946 -1.599
47 N 0.182 -1.284 -0.444
48 C 0.123 -1.989 0.690
49 C -0.006 -3.363 0.707
50 H -0.376 -5.929 -1.519
51 H -1.065 -5.863 0.108
52 H 0.675 -6.028 -0.100
53 H -0.047 -3.810 -2.631
54 H 0.154 -1.340 -2.496
55 H 0.163 -1.413 1.608
56 H -0.068 -3.885 1.654
57 O -1.929 1.049 -0.801
58 C -3.268 0.902 -0.573
59 C -3.891 2.240 -0.177
60 C -4.574 2.598 0.941
61 C -4.956 3.974 0.954
62 C -4.553 4.638 -0.158
63 S -3.704 3.600 -1.232
64 C -3.514 -0.103 0.555
65 C -2.744 -0.266 1.667
66 C -3.257 -1.257 2.551
67 C -4.407 -1.821 2.091
68 S -4.874 -1.157 0.584
69 C -3.952 0.405 -1.842
70 C -5.248 0.513 -2.247
71 C -5.500 -0.173 -3.470
72 C -4.385 -0.777 -3.960
73 S -3.024 -0.516 -2.952
74 H -4.795 1.899 1.735
75 H -5.508 4.438 1.759
76 H -4.711 5.675 -0.407
77 H -1.847 0.311 1.856
78 H -2.787 -1.536 3.484
79 H -4.997 -2.598 2.551
80 H -5.995 1.063 -1.691
81 H -6.463 -0.201 -3.961
82 H -4.287 -1.342 -4.873

The value obtained for the frontier orbital gap (alpha / beta) is 7.28 / 7.30 eV. The lowest unoccupied orbital energy (alpha / beta) is 0.008 / 0.006 hartree. The expectation value of S² is 8.753. Its net charge is 0. The highest occupied orbital energy (alpha / beta) is -7.07 / -7.14 eV. Its energy is -188835.31138 eV. Its spin multiplicity is 6.



Computed values of ΔE to the lowest compared entry with this formula, charge and spin (unit: kcal per mole) for the preceding records, in sequence: 0.0, 120.7, 1.3.